An isolated molecule of C3H8N4 at a distorted geometry. Source: OMol25; level of theory: wB97M-V/def2-TZVPD.

Atoms and positions in Å:
C  -0.370  -1.099  -0.001
C  -1.762  -0.119  -0.183
C  0.232  1.194  -0.054
H  2.036  -0.852  1.070
H  2.265  -1.477  -0.349
H  -0.239  -1.515  0.963
H  -0.167  -2.288  -0.398
H  -1.854  0.132  -1.268
H  -2.550  -0.643  0.153
H  -1.850  1.613  0.135
H  1.759  2.110  -0.265
N  2.070  -0.412  0.134
N  0.764  -0.098  -0.326
N  -1.157  1.065  0.489
N  0.824  2.388  -0.101

Cartesian forces (eV/Å) of the 2 atoms listed first:
0.3 -1.1 -2.1
7.7 -1.4 -2.1

Computed properties:
- Energy above the lowest of the compared OMol25 structures with the same formula, charge and spin: 111.1 kcal per mole
- HOMO level: -8.88 eV
- Structure (SMILES): [H]/N=C1/NCCN1N
- E_tot: -9196.8165 eV
- F_max: 8.08 eV Å⁻¹

Here is what Mulliken gives for the atomic charges, in e: C -0.607; C -0.655; C 0.330; H 0.256; H 0.312; H 0.363; H 0.251; H 0.297; H 0.474; H 0.291; H 0.298; N -0.786; N 0.182; N -0.358; N -0.648

A structure of composition C3H8N4. Source: OMol25; level of theory: wB97M-V/def2-TZVPD.

Atoms and positions in Å:
C  2.221  -0.813  0.325
C  -0.979  -0.264  -0.325
N  -0.581  2.031  -0.146
N  -2.333  -0.257  -0.645
C  -0.157  -1.150  0.287
N  -0.088  0.821  -0.502
N  0.891  -0.328  0.680
H  -1.032  2.091  0.763
H  0.077  2.776  -0.318
H  -2.972  -0.262  0.138
H  -2.590  0.440  -1.329
H  -0.164  -2.231  0.341
H  2.376  -1.800  0.780
H  2.981  -0.133  0.710
H  2.350  -0.922  -0.758

Cartesian forces (eV/Å) of the 2 atoms listed first:
-0.1 0.0 0.0
0.2 0.1 0.2

Computed properties:
- Energy above the lowest of the compared OMol25 structures with the same formula, charge and spin: 99.9 kcal per mole
- HOMO level: -7.53 eV
- E_tot: -9197.2993 eV
- F_max: 0.58 eV Å⁻¹

Here is what Mulliken gives for the atomic charges, in e: C -0.797; C 0.252; N -0.542; N -0.537; C -0.262; N -0.032; N -0.292; H 0.193; H 0.251; H 0.224; H 0.275; H 0.378; H 0.346; H 0.261; H 0.284